{
  "formula": "C34H33N6O14",
  "method": "ωB97M-V with the def2-TZVPD basis set",
  "homo_lumo_gap_ev": 5.572,
  "total_charge": -1,
  "multiplicity": 1,
  "lumo_energy_ha": 0.008,
  "e_above_lowest_kj_mol": 34.8,
  "species": ["C", "O", "O", "O", "H", "C", "C", "C", "C", "C", "C", "N", "O", "O", "H", "H", "H", "H", "H", "C", "C", "C", "C", "C", "C", "N", "O", "O", "H", "H", "H", "H", "H", "C", "C", "C", "C", "C", "C", "N", "O", "O", "H", "H", "H", "H", "H", "C", "C", "C", "C", "C", "C", "N", "O", "O", "H", "H", "H", "H", "H", "C", "C", "C", "C", "C", "C", "N", "O", "O", "H", "H", "H", "H", "H", "C", "O", "N", "C", "C", "H", "H", "H", "H", "H", "H", "H"],
  "xyz": [[1.155, 0.006, 0.407], [0.878, 1.188, 0.475], [0.281, -0.888, 0.008], [2.342, -0.415, 0.509], [-0.407, -0.359, -0.405], [-1.183, -3.753, -1.732], [-2.270, -2.845, -2.394], [-2.503, -3.080, -3.864], [-1.802, -4.154, -4.640], [-0.925, -5.068, -3.985], [-0.498, -4.762, -2.429], [-2.191, -4.455, -5.994], [-3.050, -3.629, -6.584], [-1.827, -5.429, -6.615], [-0.850, -3.735, -0.614], [-2.488, -1.967, -1.711], [-3.215, -2.558, -4.259], [-0.437, -5.762, -4.549], [0.281, -5.238, -1.972], [-1.805, 0.527, 5.304], [-1.014, 0.316, 3.958], [-1.182, -1.095, 3.356], [-2.266, -2.008, 3.824], [-2.972, -1.852, 5.223], [-2.603, -0.499, 5.857], [-2.614, -3.188, 3.082], [-3.622, -3.895, 3.506], [-1.940, -3.335, 2.079], [-1.641, 1.460, 5.783], [-0.396, 0.963, 3.679], [-0.810, -1.217, 2.305], [-3.657, -2.442, 5.509], [-2.702, -0.139, 6.905], [-5.326, 2.255, 4.115], [-4.099, 2.891, 3.431], [-3.510, 2.103, 2.282], [-4.117, 0.884, 1.708], [-5.205, 0.187, 2.696], [-5.751, 0.953, 3.903], [-3.627, 0.131, 0.613], [-2.612, 0.548, 0.043], [-4.170, -0.963, 0.337], [-5.797, 2.645, 4.955], [-3.808, 3.777, 3.671], [-2.662, 2.718, 1.927], [-5.678, -0.739, 2.193], [-6.594, 0.648, 4.479], [4.573, -1.725, -1.425], [5.010, -1.940, -2.879], [6.453, -2.465, -3.188], [7.328, -2.953, -1.964], [6.855, -2.475, -0.596], [5.400, -1.868, -0.402], [8.625, -3.627, -2.103], [9.402, -3.496, -1.114], [8.989, -4.039, -3.188], [3.519, -1.275, -1.244], [4.140, -1.648, -3.573], [6.470, -2.737, -4.237], [7.421, -2.802, 0.366], [5.018, -1.723, 0.624], [0.458, 1.478, -3.012], [1.234, 2.359, -3.930], [0.551, 3.421, -4.750], [-1.029, 3.467, -4.675], [-1.750, 2.567, -3.637], [-0.958, 1.519, -2.887], [-1.825, 4.434, -5.572], [-3.083, 4.458, -5.691], [-1.073, 5.180, -6.249], [1.024, 0.753, -2.315], [2.262, 2.340, -3.765], [0.960, 4.340, -5.222], [-2.975, 2.542, -3.569], [-1.216, 0.889, -2.069], [1.857, 4.258, 4.490], [1.406, 3.188, 4.934], [2.440, 4.215, 3.268], [2.950, 5.335, 2.502], [2.382, 3.021, 2.404], [1.935, 5.173, 4.873], [2.228, 5.671, 1.786], [3.873, 5.153, 2.129], [3.042, 6.362, 3.291], [1.593, 2.285, 2.630], [3.236, 2.358, 2.216], [2.193, 3.257, 1.346]],
  "lowdin_charge": [-0.927, -0.020, 0.061, -0.077, 0.056, -0.068, 0.028, 0.041, -0.152, 0.093, -0.013, -0.318, -0.014, 0.073, 0.122, 0.087, 0.018, 0.052, 0.043, -0.050, 0.082, 0.069, -0.113, 0.110, -0.079, -0.338, 0.004, 0.071, 0.074, -0.019, 0.096, -0.003, 0.091, -0.065, 0.025, 0.025, -0.096, 0.106, -0.086, -0.350, 0.058, 0.039, 0.063, 0.009, 0.111, 0.114, 0.079, -0.131, -0.020, 0.030, -0.112, 0.064, -0.085, -0.371, 0.011, 0.064, 0.109, 0.100, 0.062, 0.116, 0.104, -0.059, -0.036, 0.035, -0.069, 0.032, -0.069, -0.330, 0.024, 0.005, 0.124, 0.056, 0.089, 0.145, 0.048, -0.303, -0.028, -0.176, -0.070, -0.054, 0.077, 0.070, 0.037, 0.156, 0.070, 0.097, 0.080]
}



{
  "formula": "C34H33N6O6P2Sr",
  "method": "ωB97M-V with the def2-TZVPD basis set",
  "homo_lumo_gap_ev": 7.313,
  "total_charge": 1,
  "multiplicity": 1,
  "lumo_energy_ha": -0.110,
  "e_above_lowest_kj_mol": 109.3,
  "species": ["Sr", "O", "C", "O", "C", "C", "C", "C", "C", "N", "C", "O", "O", "H", "H", "H", "H", "N", "N", "C", "N", "N", "N", "O", "O", "H", "H", "H", "H", "H", "C", "C", "P", "C", "C", "C", "C", "C", "C", "C", "C", "C", "C", "C", "C", "P", "C", "C", "C", "C", "C", "C", "C", "C", "C", "C", "C", "C", "H", "H", "H", "H", "H", "H", "H", "H", "H", "H", "H", "H", "H", "H", "H", "H", "H", "H", "H", "H", "H", "H", "H", "H"],
  "xyz": [[-1.188, 1.731, -0.046], [-4.813, 2.038, 2.872], [-3.935, 2.078, 1.879], [-2.752, 2.304, 2.042], [-4.560, 1.881, 0.518], [-5.915, 1.815, 0.260], [-6.301, 1.725, -1.077], [-5.350, 1.712, -2.082], [-3.998, 1.756, -1.730], [-3.655, 1.841, -0.454], [-2.866, 1.786, -2.793], [-3.210, 1.941, -3.946], [-1.683, 1.665, -2.312], [-4.326, 2.199, 3.699], [-6.647, 1.843, 1.053], [-7.352, 1.678, -1.326], [-5.611, 1.671, -3.129], [-0.952, 4.598, -1.069], [-0.179, 5.402, -0.206], [0.315, 4.856, 0.932], [0.978, 5.622, 1.789], [0.089, 3.554, 1.009], [0.413, 2.852, 2.176], [0.247, 1.648, 2.021], [0.776, 3.348, 3.209], [-0.420, 4.366, -1.904], [-1.789, 5.112, -1.315], [0.085, 6.332, -0.490], [1.071, 6.611, 1.635], [1.280, 5.230, 2.666], [1.025, -1.762, -0.938], [0.941, -0.247, -1.016], [2.446, 0.858, -0.989], [3.158, 0.608, 0.674], [3.360, 1.738, 1.457], [3.850, 1.637, 2.752], [4.149, 0.396, 3.280], [3.982, -0.746, 2.504], [3.501, -0.638, 1.211], [3.539, -0.113, -2.083], [3.083, -0.467, -3.353], [3.898, -1.159, -4.231], [5.194, -1.497, -3.863], [5.666, -1.129, -2.613], [4.845, -0.440, -1.730], [-0.651, -2.503, -1.189], [-0.289, -4.209, -0.645], [-0.919, -4.827, 0.431], [-0.634, -6.145, 0.757], [0.287, -6.865, 0.013], [0.917, -6.259, -1.066], [0.624, -4.949, -1.397], [-1.546, -1.852, 0.278], [-0.930, -1.486, 1.480], [-1.679, -1.092, 2.578], [-3.067, -1.080, 2.501], [-3.694, -1.420, 1.312], [-2.937, -1.785, 0.206], [1.463, -2.086, 0.008], [1.657, -2.166, -1.731], [0.337, 0.057, -0.155], [0.395, 0.051, -1.921], [3.134, 2.715, 1.040], [3.999, 2.532, 3.341], [4.530, 0.313, 4.289], [4.241, -1.718, 2.901], [3.428, -1.527, 0.601], [2.082, -0.205, -3.676], [3.521, -1.429, -5.207], [5.830, -2.037, -4.550], [6.676, -1.377, -2.318], [5.239, -0.165, -0.760], [-1.638, -4.285, 1.032], [-1.135, -6.609, 1.596], [0.510, -7.892, 0.267], [1.632, -6.813, -1.660], [1.112, -4.509, -2.259], [0.151, -1.526, 1.577], [-1.178, -0.814, 3.495], [-3.654, -0.812, 3.370], [-4.774, -1.414, 1.239], [-3.432, -2.047, -0.722]],
  "lowdin_charge": [1.504, 0.155, -0.463, 0.020, -0.198, 0.026, -0.011, 0.040, -0.153, 0.036, -0.629, 0.074, -0.256, 0.152, 0.126, 0.120, 0.129, 0.050, -0.001, -0.395, 0.224, 0.009, -0.420, -0.077, 0.105, 0.111, 0.111, 0.159, 0.131, 0.105, -0.401, -0.467, 1.074, -0.399, -0.135, -0.082, -0.069, -0.063, -0.098, -0.390, -0.114, -0.077, -0.078, -0.074, -0.093, 1.081, -0.381, -0.088, -0.079, -0.082, -0.081, -0.111, -0.412, -0.108, -0.069, -0.084, -0.079, -0.103, 0.068, 0.073, -0.038, 0.057, 0.087, 0.106, 0.109, 0.110, 0.102, 0.109, 0.108, 0.106, 0.107, 0.100, 0.097, 0.106, 0.105, 0.106, 0.101, 0.111, 0.117, 0.111, 0.113, 0.109]
}



{
  "formula": "C34H34Cl5N4P2Sn",
  "method": "ωB97M-V with the def2-TZVPD basis set",
  "homo_lumo_gap_ev": 7.741,
  "total_charge": 3,
  "multiplicity": 1,
  "lumo_energy_ha": -0.313,
  "e_above_lowest_kj_mol": 0.0,
  "species": ["Sn", "N", "C", "C", "N", "C", "C", "N", "H", "H", "H", "H", "H", "H", "H", "H", "H", "H", "H", "H", "H", "N", "P", "C", "C", "C", "C", "C", "C", "C", "C", "C", "C", "C", "C", "P", "C", "C", "C", "C", "C", "C", "C", "C", "C", "C", "C", "C", "H", "H", "H", "H", "H", "H", "H", "H", "H", "H", "H", "H", "H", "H", "H", "H", "H", "H", "H", "H", "H", "Cl", "C", "C", "C", "Cl", "C", "Cl", "C", "Cl", "C", "Cl"],
  "xyz": [[-0.174, -2.837, -1.213], [2.175, -2.754, -1.113], [2.944, -3.537, -2.136], [2.137, -4.704, -2.626], [0.766, -4.195, -2.961], [0.669, -3.583, -4.301], [0.875, -2.063, -4.274], [0.117, -1.464, -3.112], [2.455, -1.767, -1.122], [2.456, -3.051, -0.186], [3.857, -3.915, -1.720], [3.312, -2.895, -2.928], [2.041, -5.448, -1.837], [2.612, -5.213, -3.450], [0.173, -5.016, -2.899], [-0.317, -3.808, -4.693], [1.389, -4.034, -4.975], [0.538, -1.634, -5.204], [1.937, -1.793, -4.185], [-0.795, -1.186, -3.413], [0.595, -0.619, -2.770], [-1.009, 0.653, 1.114], [-1.322, 2.048, 0.263], [-2.106, 3.121, 1.399], [-1.543, 3.365, 2.645], [-2.234, 4.136, 3.556], [-3.499, 4.606, 3.241], [-4.050, 4.400, 1.994], [-3.358, 3.622, 1.037], [0.288, 2.609, -0.316], [0.937, 3.582, 0.470], [2.265, 3.844, 0.256], [2.959, 3.188, -0.747], [2.306, 2.325, -1.574], [0.946, 1.980, -1.365], [0.189, -0.571, 0.929], [1.489, 0.149, 1.969], [1.244, 0.331, 3.367], [2.271, 0.828, 4.158], [3.485, 1.159, 3.583], [3.687, 1.012, 2.200], [2.718, 0.476, 1.401], [-0.421, -1.974, 1.943], [-1.670, -2.088, 2.533], [-1.919, -3.139, 3.423], [-0.960, -4.110, 3.678], [0.306, -3.972, 3.123], [0.572, -2.911, 2.284], [-1.621, 0.509, 1.889], [-0.547, 2.981, 2.876], [-1.863, 4.334, 4.549], [-4.027, 5.129, 4.045], [-5.028, 4.784, 1.705], [-3.768, 3.394, 0.040], [0.378, 4.140, 1.187], [2.799, 4.603, 0.825], [3.989, 3.429, -0.902], [2.778, 1.957, -2.481], [0.368, 1.374, -2.062], [0.291, 0.002, 3.836], [2.082, 1.005, 5.202], [4.257, 1.575, 4.204], [4.657, 1.296, 1.829], [2.868, 0.292, 0.345], [-2.440, -1.388, 2.298], [-2.886, -3.199, 3.883], [-1.115, -4.974, 4.310], [1.096, -4.691, 3.304], [1.594, -2.683, 1.979], [-3.675, -0.373, 0.289], [-3.239, 0.557, -1.120], [-2.376, 1.664, -1.154], [-2.286, 2.453, -2.302], [-1.650, 4.020, -2.409], [-2.789, 1.912, -3.520], [-2.548, 2.732, -4.989], [-3.574, 0.768, -3.497], [-4.178, 0.156, -4.970], [-3.895, 0.169, -2.279], [-4.989, -1.079, -2.352]],
  "lowdin_charge": [1.274, -0.058, -0.184, -0.156, -0.201, -0.162, -0.159, -0.069, 0.087, 0.088, 0.132, 0.120, 0.138, 0.140, 0.115, 0.136, 0.139, 0.131, 0.119, 0.080, 0.072, -0.309, 0.973, -0.326, -0.086, -0.038, -0.032, -0.022, -0.038, -0.331, -0.045, -0.030, -0.056, -0.068, -0.110, 0.904, -0.372, -0.064, -0.053, -0.030, -0.061, -0.133, -0.472, -0.100, -0.026, -0.029, -0.052, -0.153, 0.042, 0.110, 0.124, 0.135, 0.127, 0.114, 0.100, 0.135, 0.123, 0.116, 0.084, 0.125, 0.118, 0.119, 0.116, 0.079, 0.037, 0.119, 0.126, 0.122, 0.097, 0.770, -0.620, -0.331, -0.682, 0.833, -0.711, 0.769, -0.718, 0.767, -0.769, 0.797]
}